Record 1
Entry from OMol25: a structure of composition C36H35AsBrF6LaN5O7S3 in a non-equilibrium geometry (ωB97M-V/def2-TZVPD).

```
95
C36H35AsBrF6LaN5O7S3 (ωB97M-V/def2-TZVPD)
La -0.3218 -0.4836 1.0829
C -4.2353 -0.4076 2.5499
C -3.3110 -1.1570 3.3035
C -2.4488 -1.8285 2.4199
C -2.8501 -1.4870 1.0891
C -3.9517 -0.6198 1.1972
H -5.0310 0.2145 2.9429
H -3.2873 -1.2416 4.3832
H -1.8604 -2.6881 2.6953
H -2.6360 -2.0689 0.2039
H -4.4833 -0.1840 0.3602
C -3.3845 3.1211 0.8004
O -2.7840 2.1112 0.0016
C -3.0936 2.0887 -1.3154
C -3.8323 3.0578 -1.9692
C -4.0765 2.9364 -3.3346
Br -5.0757 4.2885 -4.2096
C -3.6124 1.8666 -4.0477
C -2.8787 0.8697 -3.3916
C -2.6072 0.9798 -2.0201
O -1.8913 0.0537 -1.3641
C -2.3991 -0.3096 -4.1306
N -1.7453 -1.3029 -3.5793
C -1.4734 -2.2187 -4.5897
C -0.8010 -3.4378 -4.5459
C -0.6794 -4.1449 -5.7274
C -1.2133 -3.6553 -6.9306
C -1.8824 -2.4448 -6.9845
C -1.9978 -1.7422 -5.7891
N -2.5843 -0.5237 -5.4655
H -3.0617 4.1157 0.4893
H -3.0484 2.9451 1.8118
H -4.4733 3.0503 0.7544
H -4.2189 3.9164 -1.4434
H -3.8240 1.7995 -5.1069
H -1.6532 -0.6557 -2.0473
H -0.3887 -3.8060 -3.6123
H -0.1594 -5.0965 -5.7305
H -1.0955 -4.2370 -7.8370
H -2.2930 -2.0656 -7.9139
H -3.0651 0.0841 -6.1014
O 1.7838 -0.1181 2.7224
N 2.8163 0.7076 2.6263
C 3.1689 1.4220 3.7115
C 4.2100 2.3209 3.6699
C 4.9188 2.4994 2.4890
C 4.5642 1.7387 1.3931
C 3.5117 0.8461 1.4839
H 2.5847 1.2203 4.5912
H 4.4553 2.8768 4.5668
H 5.7328 3.2130 2.4293
H 5.0832 1.8199 0.4433
H 3.1966 0.2276 0.6708
C -2.5497 1.7785 4.6680
As -0.7273 1.3370 4.2340
C 0.0531 2.5453 5.5316
C -0.2522 -0.3983 4.9311
S -0.1658 2.0802 2.3326
H -2.7797 1.3808 5.6562
H -3.2357 1.3827 3.9368
H -2.5813 2.8654 4.6887
H -0.4019 2.3706 6.5040
H -0.1794 3.5469 5.1897
H 1.1318 2.4364 5.6043
H -0.8689 -0.5413 5.8147
H 0.8015 -0.3722 5.1797
H -0.4355 -1.1958 4.2233
N 0.6790 0.9038 -0.6760
C 1.7410 1.2178 -1.1332
C 2.9653 1.5910 -1.6281
C 3.3087 2.9978 -1.7164
C 4.5596 3.3743 -2.1351
C 5.5407 2.4179 -2.4802
C 5.2142 1.0465 -2.4040
C 3.9730 0.6197 -1.9993
H 2.5732 3.7442 -1.4355
H 4.7973 4.4340 -2.1965
H 6.5235 2.7328 -2.8109
H 5.9584 0.3018 -2.6740
H 3.7523 -0.4354 -1.9471
F -1.7806 -4.6160 0.9435
C -0.5633 -4.9194 0.5351
F 0.0327 -5.7222 1.4024
F -0.5981 -5.4629 -0.6686
S 0.3758 -3.3521 0.4464
O -0.3209 -2.5008 -0.5110
O 0.3736 -2.8020 1.8047
N 1.7597 -3.9122 -0.0374
S 2.8390 -2.7459 -0.1374
O 2.1611 -1.4581 0.0420
O 3.7479 -2.9017 -1.2170
C 3.8738 -3.0113 1.3558
F 4.9280 -2.2139 1.2509
F 4.2653 -4.2811 1.3811
F 3.1945 -2.7297 2.4559
```

Values from the calculation:
- Net charge: 0
- E_tot: -8828.41154 hartree
- Multiplicity: 2
- HOMO level (spin up / spin down): -4.327 / -7.534 eV


Record 2
Entry from OMol25: the molecule C12H23NO9S (ωB97M-V/def2-TZVPD).

```
46
C12H23NO9S (ωB97M-V/def2-TZVPD)
C 0.6986 -3.7995 -0.0793
C 1.0925 -2.8170 1.0254
C 0.5630 -1.3968 0.7412
C 1.5703 -0.2712 1.0493
C 1.9010 0.7213 -0.0873
C 1.9833 0.0848 -1.4761
C 0.7383 0.1508 -2.3692
O 3.3225 1.1057 0.1985
S 3.3872 2.1947 1.3433
O 3.6617 1.5901 2.5997
O 4.1692 3.2976 0.9183
O 1.8217 2.5554 1.2971
C 1.2806 2.1502 0.0214
C -0.2349 2.3731 0.1314
O -0.9398 1.2354 0.5498
C -1.9605 0.7686 -0.2797
O -3.1966 1.0521 0.3229
C -4.1380 0.0001 0.1960
C -3.9685 -1.0229 1.3199
O -4.3214 -2.3471 0.9492
O 1.8979 3.0692 -0.8698
N 1.2416 3.2525 -2.1677
O 1.0993 4.3720 -2.3727
H 1.0424 -3.4265 -1.0488
H -0.3917 -3.8451 -0.1405
H 1.0958 -4.7993 0.0846
H 0.6545 -3.1854 1.9559
H 2.1737 -2.8135 1.1784
H 0.1699 -1.3457 -0.2711
H -0.2930 -1.2421 1.4000
H 2.5283 -0.7178 1.3126
H 1.2257 0.2731 1.9250
H 2.2025 -0.9726 -1.3074
H 2.8550 0.4929 -1.9842
H 0.1665 1.0666 -2.2564
H 0.0803 -0.7056 -2.2290
H 1.0531 0.1222 -3.4132
H -0.3483 3.1513 0.8907
H -0.6398 2.7905 -0.7927
H -1.9150 1.2297 -1.2737
H -1.8469 -0.3141 -0.3886
H -4.0709 -0.4867 -0.7866
H -5.1172 0.4754 0.2495
H -4.5969 -0.7231 2.1636
H -2.9362 -1.0024 1.6767
H -4.7608 -2.3408 0.0935
```

Values from the calculation:
- Net charge: 0
- E_tot: -1600.96838 hartree
- Multiplicity: 1
- HOMO level: -10.478 eV
- SMILES string: CCCC[C@]1(CC)OS(=O)(=O)O[C@@]1(COCOCCO)ON=O


Record 3
Entry from OMol25: a cluster of 2 separate species, C6H16O in total in a non-equilibrium geometry (ωB97M-V/def2-TZVPD).

```
23
C6H16O (ωB97M-V/def2-TZVPD)
C -1.1215 0.1023 2.1986
C 0.3562 0.1156 1.7512
C 0.5401 -0.1533 0.2718
C 0.0695 1.0442 -0.5999
C -1.4018 0.9125 -1.0494
C 0.9971 1.2901 -1.7722
H -1.2086 0.1090 3.2748
H -1.5785 -0.7849 1.7544
H -1.6953 0.9241 1.7617
H 0.8543 0.9831 2.1554
H 0.7784 -0.7497 2.2623
H 1.5836 -0.3474 0.0052
H -0.1211 -0.9755 0.0286
H 0.1042 1.8840 0.1017
H -1.4734 1.0199 -2.1363
H -1.7921 -0.0745 -0.8417
H -2.0840 1.6373 -0.6262
H 0.8187 2.1942 -2.3394
H 0.8360 0.4986 -2.5225
H 2.0351 1.1352 -1.4641
O 1.1193 -3.3831 -1.0829
H 1.9162 -3.8012 -0.7359
H 0.4676 -3.5805 -0.3950
```

Values from the calculation:
- Net charge: 0
- E_tot: -313.42450 hartree
- Multiplicity: 1
- HOMO level: -10.562 eV
- Energy above the lowest of the compared OMol25 structures with the same formula, charge and spin: 0.518 eV
- SMILES string: CCCC(C)C.O